Molecular formula: C21H70N8O14
Method: DFT, ωB97M-V with the def2-TZVPD basis set

Results
Electronic energy: -2333.30638 Ha
E_LUMO: 0.24 eV
Gap between HOMO and LUMO: 8.73 eV
ΔE to the lowest compared entry with this formula, charge and spin: 55.7 kcal/mol
E_HOMO: -8.50 eV

Geometry as XYZ:
```
113
Properties=species:S:1:pos:R:3:mulliken_charge:R:1
C 3.7042 -0.2186 2.3105 -0.24
C 4.4852 1.0341 2.4691 -0.19
O 4.8029 1.4566 1.1683 -0.48
H 2.9035 0.0110 1.7142 -0.67
H 3.4197 -0.6896 3.2433 0.44
H 4.2466 -0.9395 1.7523 0.37
H 5.4295 0.8074 2.9410 0.37
H 3.8705 1.8235 2.9076 0.04
H 4.7560 2.4343 1.1550 0.24
C 3.5604 -0.5349 -1.4297 1.05
C 4.6014 0.2447 -2.2077 -0.83
O 4.1780 1.5969 -2.4435 -0.54
H 2.6597 -0.9971 -1.9272 -0.08
H 3.1726 0.0446 -0.6665 -1.10
H 4.1305 -1.3929 -1.0379 0.28
H 5.0120 -0.1906 -3.1203 0.45
H 5.5282 0.2535 -1.6683 0.37
H 4.9636 2.2276 -2.5406 0.27
C 1.1576 4.8395 2.3543 -1.09
C 2.1359 3.7044 2.6404 -0.52
O 1.6120 2.4772 2.2238 -0.27
H 1.6484 5.7260 2.6931 0.47
H 0.1378 4.7782 2.6900 0.27
H 1.0832 4.9406 1.2556 0.00
H 2.4690 3.6699 3.6580 0.59
H 3.0293 3.8797 2.1167 0.35
H 1.7708 2.3630 1.2701 -0.27
C -3.0184 -3.8545 1.9064 -0.24
C -4.1952 -4.6068 1.3793 -0.38
O -4.8626 -5.3209 2.4688 -0.57
H -2.4123 -4.5240 2.4938 0.57
H -3.2761 -3.0571 2.6186 0.02
H -2.4222 -3.5723 1.0374 -0.15
H -3.9969 -5.3120 0.5530 0.21
H -4.8965 -3.9035 1.0185 0.18
H -4.2535 -6.0212 2.6859 0.34
C -3.8717 -2.6742 -1.6204 0.08
C -3.8317 -3.8636 -2.6972 -0.40
O -4.2212 -5.0371 -2.0634 -0.49
H -3.1698 -2.7636 -0.8221 -0.53
H -4.9037 -2.4821 -1.1367 0.44
H -3.4682 -1.7092 -2.0529 -0.11
H -2.9017 -3.9572 -3.1632 0.25
H -4.6280 -3.6645 -3.3979 0.40
H -4.6060 -5.6366 -2.7001 0.29
C -0.5429 -2.5580 -3.0890 -0.13
C -0.0882 -1.1138 -3.4464 1.35
O -0.7266 -0.6584 -4.6750 -0.74
H 0.2851 -3.0412 -2.4886 -0.31
H -0.7266 -3.0578 -4.0012 0.63
H -1.4117 -2.6307 -2.4974 -0.60
H 1.0479 -1.0506 -3.4060 0.19
H -0.3688 -0.4639 -2.6434 -0.88
H -0.3672 0.2033 -4.8093 0.42
C 0.0685 0.5719 -0.2973 2.99
C 0.0902 -0.6328 0.5742 0.37
O -0.5679 -1.6921 -0.0685 0.84
H 0.7333 0.4808 -1.1681 0.29
H 0.2331 1.5181 0.2592 -2.30
H -0.9957 0.6379 -0.7401 -0.75
H -0.5958 -0.3240 1.3347 0.36
H 1.0707 -0.9127 0.8898 -0.26
H -1.5209 -1.4931 -0.0373 -0.93
C 2.5388 -3.7918 0.4449 0.50
O 2.7924 -3.1229 1.6646 -0.61
N 3.4378 -4.5941 -0.0728 -0.49
N 1.4871 -3.5990 -0.3079 -0.11
H 4.2079 -4.8676 0.6389 0.31
H 3.5449 -4.6888 -1.0860 0.18
H 0.7246 -2.8740 -0.1329 -0.20
H 1.4359 -4.2540 -1.1604 0.16
C -1.7481 2.4706 2.3880 0.04
O -1.5095 3.0917 1.1567 -0.76
N -0.8380 1.9615 3.1794 -0.07
N -2.9227 2.3148 2.7743 -0.29
H 0.1427 2.0529 2.8509 0.11
H -1.1655 1.2325 3.8023 0.30
H -3.5518 2.7832 2.1200 0.37
H -3.3179 1.8140 3.5559 0.19
C -0.1628 4.7362 -1.6914 0.32
O 0.7688 4.9736 -2.7097 -0.78
N -1.1960 5.5041 -1.4358 -0.25
N -0.1373 3.6383 -1.0012 1.04
H -1.3885 6.4083 -1.9681 0.29
H -1.8479 5.4372 -0.6402 0.17
H 0.7061 3.0552 -0.8955 -0.52
H -0.7468 3.5636 -0.1258 0.22
C -2.5180 1.5483 -2.6990 0.35
O -3.4661 2.0023 -1.8011 -0.76
N -1.3393 2.0830 -2.8320 -0.11
N -2.7681 0.5685 -3.5232 -0.35
H -1.0286 2.7423 -2.0819 0.14
H -0.6054 1.6960 -3.4691 0.17
H -3.7997 0.1048 -3.4298 0.27
H -2.0472 0.0537 -4.0317 0.47
C 0.7586 -1.6591 3.5546 0.10
O -0.1179 -2.0147 4.5498 -0.60
H 0.7047 -0.5601 3.1990 -0.11
H 0.4480 -2.2907 2.7612 -0.07
H 1.7173 -1.9965 3.9453 0.41
H 0.2853 -1.8264 5.3947 0.32
C 3.0216 3.9927 -0.9410 -1.27
O 2.5074 2.7105 -0.4755 0.31
H 3.0346 4.1829 -1.9703 0.34
H 4.0599 4.0909 -0.7048 0.43
H 2.5314 4.8059 -0.4039 0.37
H 3.0731 2.0915 -0.9710 -0.21
C -4.0104 0.0144 0.4947 -0.57
O -3.0188 -0.8571 1.0683 -0.19
H -3.6538 1.0011 0.7747 -0.04
H -4.9522 -0.0527 1.0895 0.31
H -4.1907 -0.1842 -0.5626 0.25
H -3.0293 -0.6646 1.9978 0.16
```